1.
22
Properties=species:S:1:pos:R:3:forces:R:3:nbo_charge:R:1 method="wB97M-V/def2-TZVPD" homo_energy_ev=-6.916 total_charge=-1 de_lowest_kcal_mol=1.96 lumo_energy_ev=3.29 e_tot_ev=-17280.8473
F 5.912 -3.592 11.332 0.151 -0.446 0.206 -0.897
O 5.793 -2.320 8.464 0.077 -0.031 -0.008 -0.967
H 6.249 -2.370 9.321 -0.160 0.103 -0.039 0.503
H 5.219 -3.091 8.454 0.081 -0.026 0.141 0.460
O 7.350 -0.943 11.085 -0.301 -0.220 0.072 -1.007
H 6.506 -1.209 11.531 0.777 0.554 -0.355 0.490
H 7.952 -1.674 11.271 0.099 0.087 0.009 0.474
O 8.704 -3.539 11.746 -0.183 -0.091 -0.015 -0.989
H 8.851 -4.003 12.575 -0.030 0.059 0.022 0.461
H 7.736 -3.614 11.595 -0.120 -0.058 -0.067 0.512
O 5.777 -5.980 10.245 -0.063 0.000 -0.133 -1.001
H 5.814 -5.022 10.493 0.047 -0.098 0.035 0.507
H 5.354 -6.403 10.999 -0.068 0.010 -0.059 0.455
O 5.092 -1.269 12.508 -0.427 -0.192 0.008 -0.963
H 4.968 -2.123 12.039 0.109 0.007 0.246 0.519
H 5.512 -1.516 13.338 -0.068 -0.086 -0.047 0.467
O 6.102 -5.812 13.297 0.075 0.005 -0.135 -0.972
H 6.165 -5.241 12.508 0.151 0.178 0.249 0.496
H 6.725 -6.527 13.132 -0.013 0.068 -0.078 0.461
O 3.349 -4.246 12.406 -0.108 -0.223 0.123 -0.963
H 2.961 -4.408 11.542 0.102 0.060 -0.040 0.460
H 4.301 -4.387 12.270 -0.126 0.339 -0.137 0.493

=====

2.
87
Properties=species:S:1:pos:R:3:forces:R:3:mulliken_charge:R:1 method="wB97M-V/def2-TZVPD" homo_energy_ev="-12.838 / -12.831" s_squared=0.762 total_charge=+2 lumo_energy_ev="-5.81 / -9.32" e_tot_ev=-113853.9289 multiplicity=2
P 0.215 -5.661 -2.933 -0.453 -3.165 -1.903 0.896
C 0.379 -7.282 -2.079 0.200 1.070 0.352 -0.062
C -0.487 -8.356 -2.271 -0.655 -0.199 0.029 0.120
H -1.318 -8.261 -2.955 -0.067 -0.050 0.007 0.401
C -0.289 -9.549 -1.589 -0.138 0.172 -0.358 -0.730
H -0.971 -10.375 -1.747 0.025 0.028 -0.058 0.439
C 0.780 -9.688 -0.716 0.085 0.097 0.061 -0.468
H 0.933 -10.620 -0.187 -0.012 0.024 0.007 0.425
C 1.648 -8.623 -0.518 0.190 0.184 -0.006 -0.723
H 2.481 -8.720 0.166 -0.013 0.016 -0.029 0.429
C 1.443 -7.426 -1.186 0.401 -0.006 0.291 -0.173
H 2.114 -6.593 -1.018 0.051 -0.025 0.072 0.389
C -1.436 -5.829 -3.729 0.223 0.795 0.629 0.371
C -2.551 -5.504 -2.955 -0.203 0.117 0.205 -0.454
H -2.413 -5.157 -1.938 -0.056 0.002 0.070 0.556
C -3.830 -5.623 -3.474 -0.017 0.050 0.168 -0.736
H -4.686 -5.372 -2.860 0.017 -0.036 0.009 0.463
C -4.014 -6.048 -4.783 0.023 0.059 0.078 -0.535
H -5.011 -6.131 -5.193 0.016 -0.001 0.005 0.448
C -2.910 -6.359 -5.564 0.209 -0.120 0.006 -0.705
H -3.045 -6.690 -6.586 0.038 -0.036 0.035 0.444
C -1.629 -6.256 -5.040 0.217 0.103 -0.457 -0.110
H -0.776 -6.509 -5.654 -0.003 -0.007 -0.072 0.411
C 1.341 -5.886 -4.370 -0.009 0.908 0.617 0.105
C 1.908 -7.106 -4.732 0.256 -0.422 0.264 -0.138
H 1.693 -7.991 -4.150 0.048 -0.055 -0.005 0.393
C 2.746 -7.191 -5.835 -0.212 -0.112 0.112 -0.736
H 3.182 -8.145 -6.104 -0.058 0.003 0.019 0.433
C 3.021 -6.063 -6.595 -0.016 0.060 0.051 -0.476
H 3.673 -6.133 -7.456 -0.004 0.007 0.032 0.420
C 2.459 -4.843 -6.242 -0.149 0.233 0.038 -0.841
H 2.673 -3.958 -6.826 -0.014 -0.021 0.011 0.445
C 1.634 -4.754 -5.132 0.083 0.199 -0.209 0.018
H 1.210 -3.797 -4.851 0.084 0.084 -0.051 0.249
V 0.000 0.000 0.000 0.092 -2.477 0.403 -1.175
C -1.132 0.895 -1.447 -0.678 0.228 -1.367 -1.239
C -1.568 0.238 -2.554 0.566 0.201 0.717 0.836
H -1.389 1.941 -1.308 -0.146 0.113 -0.309 0.469
C -1.178 -1.212 -2.636 -0.112 -0.220 -0.064 0.732
O -0.479 -1.464 -3.859 -0.072 -0.043 0.110 -0.441
H -0.289 -2.410 -3.915 -0.084 0.134 0.016 0.144
C -0.357 -1.415 -1.421 0.912 -0.014 1.366 -0.351
H -2.060 -1.865 -2.577 -0.050 -0.009 -0.066 0.369
C 0.425 -1.940 -0.561 -0.628 0.647 -0.643 -0.773
Cl 1.327 -0.744 2.001 -0.619 0.422 -0.868 -0.386
P 2.052 0.871 -0.953 0.927 0.922 -0.189 1.314
P -1.900 -0.565 1.399 -0.699 0.071 0.741 1.270
C 3.261 1.447 0.272 -0.088 -0.053 -0.229 -1.350
H 3.536 0.620 0.917 0.019 -0.106 0.060 0.415
H 2.801 2.213 0.887 -0.086 0.122 0.082 0.377
H 4.140 1.847 -0.229 0.067 0.052 -0.042 0.451
C 2.948 -0.347 -1.975 -0.163 0.121 0.141 -1.302
H 2.306 -0.696 -2.779 -0.092 -0.021 -0.098 0.247
H 3.224 -1.196 -1.355 0.027 -0.088 0.098 0.358
H 3.850 0.091 -2.397 0.070 0.096 -0.001 0.480
C 1.798 2.297 -2.061 0.107 -0.192 0.106 -1.185
H 1.276 3.075 -1.511 -0.072 0.113 0.083 0.378
H 1.189 1.991 -2.908 -0.072 -0.030 -0.104 0.106
H 2.746 2.686 -2.423 0.090 0.024 -0.024 0.491
C -1.854 0.144 3.069 -0.104 -0.141 -0.154 -1.333
H -1.882 1.226 3.003 -0.032 0.076 -0.033 0.426
H -0.922 -0.145 3.542 0.111 -0.067 0.061 0.378
H -2.701 -0.216 3.649 -0.077 -0.081 0.037 0.458
C -3.520 -0.051 0.728 0.212 -0.089 0.026 -1.243
H -3.672 -0.497 -0.251 -0.036 -0.089 -0.115 0.222
H -3.523 1.030 0.620 0.032 0.139 0.032 0.351
H -4.334 -0.345 1.387 -0.023 -0.042 0.089 0.492
C -2.039 -2.365 1.662 -0.024 0.208 -0.048 -1.177
H -1.114 -2.711 2.114 0.118 -0.026 0.069 0.342
H -2.176 -2.874 0.711 -0.026 -0.044 -0.125 0.168
H -2.873 -2.599 2.318 -0.074 0.017 0.072 0.470
P -2.463 0.988 -3.874 -0.598 0.680 -0.762 1.582
C -3.070 2.616 -3.381 0.130 -0.361 -0.009 -1.346
C -3.879 -0.034 -4.351 0.290 0.119 0.172 -1.397
H -2.238 3.276 -3.156 0.122 0.044 0.036 0.435
H -3.701 2.528 -2.501 -0.068 -0.015 0.111 0.428
H -3.647 3.047 -4.195 -0.050 -0.024 -0.115 0.443
H -3.527 -1.008 -4.678 0.060 -0.124 -0.044 0.380
H -4.421 0.434 -5.168 -0.007 0.092 -0.063 0.468
H -4.548 -0.159 -3.504 -0.071 0.002 0.108 0.417
C -1.455 1.210 -5.363 -0.057 -0.151 0.376 -1.345
H -0.623 1.871 -5.138 0.084 0.083 0.036 0.423
H -2.048 1.639 -6.168 -0.126 0.047 0.017 0.471
H -1.063 0.244 -5.667 0.044 -0.102 -0.035 0.372
H 1.019 -2.745 -0.174 0.057 -0.094 0.061 0.639
N -0.853 2.851 1.336 -0.144 -0.045 -0.254 -0.746
C -0.567 1.826 0.880 0.949 0.018 0.516 0.022

=====

3.
17
Properties=species:S:1:pos:R:3:forces:R:3:nbo_charge:R:1 method="wB97M-V/def2-TZVPD" smiles="NC[C@H](N)C(=S)NS" homo_energy_ev=-8.523 de_lowest_kcal_mol=46.80 lumo_energy_ev=0.04 e_tot_ev=-29394.8950
N 2.511 -0.903 -0.149 0.811 3.597 -0.258 -0.820
C 1.053 -0.673 -0.356 -1.290 -1.666 3.794 -0.222
C 0.363 0.693 -0.228 1.211 -1.052 -0.095 -0.179
N 0.783 1.252 1.031 0.160 -1.113 1.907 -0.803
C -1.133 0.656 -0.223 -2.867 0.914 -0.256 0.159
S -1.894 2.196 -0.260 0.463 -2.515 0.074 -0.156
N -1.751 -0.599 -0.092 2.987 -1.352 -1.488 -0.795
S -3.366 -1.002 0.322 -0.253 0.165 -3.336 0.221
H 2.978 -0.122 -0.835 -0.832 -2.419 2.561 0.354
H 2.777 -0.659 0.930 -0.907 -0.274 -3.751 0.385
H 0.569 -1.305 -1.109 0.894 0.213 -0.609 0.177
H 0.597 -1.086 0.605 0.646 -0.426 -0.956 0.169
H 0.709 1.260 -1.048 0.137 1.312 -0.752 0.220
H 0.345 0.685 1.814 0.757 0.797 -1.184 0.351
H 0.461 2.185 1.187 -0.286 0.565 -0.298 0.386
H -1.070 -1.451 -0.472 -2.684 2.879 1.707 0.422
H -3.932 -1.130 -1.118 1.054 0.374 2.941 0.131

=====

4.
107
Properties=species:S:1:pos:R:3:forces:R:3:mulliken_charge:R:1 method="wB97M-V/def2-TZVPD" homo_energy_ev=-11.796 total_charge=+1 lumo_energy_ev=-3.88 e_tot_ev=-132077.0400
C 1.022 2.633 2.694 0.290 -0.168 -0.180 -1.493
C 0.912 1.473 1.723 0.131 -0.042 0.250 0.204
O 0.494 1.939 0.454 -0.116 0.062 0.104 -0.325
C -0.386 1.107 -0.274 -0.289 0.193 -0.593 -0.007
C 0.314 0.398 -1.462 0.092 0.113 0.041 -1.356
C 1.813 0.506 -1.365 -0.102 0.332 -0.311 0.725
C 2.507 -0.471 -0.690 0.323 -0.109 0.060 -0.318
P 1.642 -1.899 0.133 -0.179 -0.039 0.211 0.385
C 2.791 -2.168 1.535 -0.222 -0.144 -0.022 -1.096
O 2.159 -3.126 -0.854 0.359 0.152 -0.032 -0.531
N 3.851 -0.380 -0.628 -0.072 -0.146 0.010 0.480
C 4.591 0.600 -1.154 0.171 -0.420 0.112 0.214
C 6.091 0.503 -0.989 0.138 0.197 0.199 -0.075
F 6.568 -0.238 -2.069 -0.056 0.071 0.122 -0.362
C 6.569 -0.105 0.334 0.033 0.007 -0.020 -0.587
C 7.755 0.650 0.941 0.054 -0.274 0.103 -1.445
C 3.923 1.596 -1.826 -0.124 0.277 -0.162 0.360
Br 4.932 2.953 -2.630 0.069 0.137 -0.115 -0.082
C 2.528 1.597 -1.929 -0.340 -0.089 0.183 1.037
C 1.800 2.725 -2.590 0.039 0.176 -0.125 -1.204
C 1.849 4.077 -1.837 -0.123 0.063 0.010 -0.853
O 2.498 5.061 -2.626 0.059 -0.104 -0.068 -0.548
H 1.535 2.295 3.596 -0.146 0.031 0.075 0.412
H 1.641 3.415 2.251 -0.113 0.080 0.012 0.293
H 0.045 3.034 2.949 0.006 0.059 -0.004 0.349
H 0.216 0.719 2.103 -0.047 -0.003 -0.040 0.390
H 1.900 0.991 1.643 -0.021 -0.057 -0.108 -0.024
H -0.905 0.384 0.358 0.183 -0.024 0.176 0.322
H -1.146 1.756 -0.714 -0.063 0.014 0.178 -0.065
H 0.029 -0.652 -1.511 -0.058 0.024 0.056 0.697
H -0.020 0.851 -2.389 0.024 -0.147 -0.145 -0.065
H 3.762 -1.679 1.478 0.022 -0.046 0.162 0.244
H 2.953 -3.244 1.620 -0.022 0.006 0.057 0.462
H 2.270 -1.843 2.435 0.143 0.055 0.086 0.371
H 2.203 -2.861 -1.780 -0.143 -0.246 -0.089 0.327
H 4.339 -1.125 -0.144 0.086 -0.002 -0.035 0.277
H 6.495 1.512 -1.073 0.002 -0.114 -0.146 0.491
H 6.861 -1.139 0.142 -0.124 -0.063 0.012 0.397
H 5.756 -0.122 1.066 -0.019 0.076 -0.030 0.176
H 8.691 0.353 0.470 -0.037 0.162 -0.119 0.365
H 7.849 0.407 2.000 0.000 0.013 -0.022 0.384
H 7.631 1.729 0.858 0.011 0.019 -0.003 0.388
H 2.215 2.895 -3.586 0.072 0.017 0.043 0.791
H 0.766 2.454 -2.743 -0.006 -0.046 -0.058 -0.215
H 2.316 3.967 -0.857 0.022 -0.011 0.020 0.427
H 0.816 4.395 -1.682 0.024 -0.038 0.164 0.340
H 3.070 5.595 -2.071 -0.035 0.053 0.027 0.370
C 2.527 -6.937 2.073 0.046 0.128 0.066 -1.159
C 1.102 -6.663 1.628 0.140 -0.093 -0.125 0.500
C 0.812 -7.208 0.240 -0.096 0.078 0.002 -1.393
O 0.839 -5.253 1.675 0.003 0.113 0.077 -0.513
H 3.235 -6.458 1.387 -0.027 -0.065 -0.077 0.314
H 2.684 -6.526 3.068 0.027 -0.086 0.027 0.231
H 2.745 -8.005 2.092 -0.017 -0.006 -0.022 0.411
H 0.407 -7.103 2.345 -0.023 0.057 0.039 0.313
H 1.473 -6.738 -0.495 0.041 -0.033 0.007 0.291
H -0.217 -6.996 -0.051 -0.004 -0.014 0.018 0.331
H 0.970 -8.285 0.200 0.017 -0.004 0.003 0.413
H 1.441 -4.844 1.043 -0.050 -0.077 -0.132 0.195
C -5.957 1.986 -2.023 0.055 -0.123 -0.129 -1.333
C -4.519 2.041 -1.534 -0.182 0.279 0.031 0.430
C -4.311 3.126 -0.491 0.218 -0.058 0.031 -0.991
O -3.623 2.247 -2.635 0.150 -0.164 0.040 -0.388
H -6.239 2.935 -2.485 -0.013 0.048 0.083 0.294
H -6.072 1.199 -2.769 0.006 -0.023 0.030 0.358
H -6.648 1.797 -1.202 -0.001 0.028 0.014 0.350
H -4.243 1.071 -1.113 0.079 -0.027 -0.068 0.211
H -4.542 4.108 -0.907 -0.113 -0.008 0.006 0.262
H -3.270 3.140 -0.160 -0.017 -0.046 0.027 0.230
H -4.954 2.974 0.377 -0.027 0.022 -0.008 0.301
H -3.849 3.098 -3.025 -0.005 0.008 -0.034 0.300
C 0.014 -6.465 6.361 0.021 -0.061 -0.082 -1.279
C 1.486 -6.089 6.408 -0.168 0.135 0.061 0.363
C 1.746 -4.954 7.386 0.102 0.011 -0.042 -1.297
O 1.957 -5.747 5.103 0.075 0.005 0.072 -0.444
H -0.583 -5.612 6.026 -0.004 0.021 0.042 0.329
H -0.150 -7.283 5.660 0.012 -0.010 0.012 0.302
H -0.348 -6.770 7.343 0.000 0.010 0.009 0.407
H 2.075 -6.960 6.699 0.034 -0.013 -0.034 0.281
H 1.195 -4.060 7.080 -0.045 -0.013 0.023 0.337
H 2.807 -4.703 7.408 0.002 -0.020 0.006 0.322
H 1.430 -5.220 8.395 -0.014 -0.002 0.001 0.383
H 1.457 -4.982 4.798 -0.058 -0.043 -0.059 0.271
C -1.036 0.284 -6.711 0.069 -0.062 0.071 -1.453
C -0.963 1.312 -5.596 -0.076 0.023 -0.157 0.748
C -1.123 2.731 -6.116 0.058 0.031 0.097 -1.431
O 0.273 1.183 -4.874 0.017 -0.049 0.101 -0.453
H -0.234 0.453 -7.435 -0.026 0.034 -0.032 0.378
H -0.923 -0.724 -6.314 -0.022 0.005 0.010 0.344
H -1.987 0.345 -7.239 -0.005 0.014 -0.006 0.393
H -1.740 1.107 -4.857 0.018 0.004 0.057 0.098
H -0.323 2.968 -6.823 -0.027 -0.014 -0.042 0.383
H -1.071 3.450 -5.297 -0.018 -0.009 0.011 0.309
H -2.076 2.856 -6.627 -0.006 -0.011 -0.015 0.408
H 0.988 1.354 -5.497 -0.010 -0.014 -0.039 0.296
C -9.445 4.438 0.161 0.034 -0.072 -0.078 -1.380
C -8.001 4.520 0.628 -0.144 0.155 0.024 0.578
C -7.814 5.584 1.697 0.111 -0.018 -0.006 -1.371
O -7.128 4.759 -0.478 0.029 -0.021 -0.003 -0.446
H -9.755 5.390 -0.278 -0.014 0.023 0.042 0.355
H -9.559 3.666 -0.600 0.007 -0.010 0.012 0.324
H -10.117 4.211 0.989 0.001 0.012 0.010 0.387
H -7.692 3.550 1.023 0.035 -0.020 -0.023 0.215
H -8.078 6.568 1.300 -0.049 -0.002 0.009 0.348
H -6.774 5.623 2.022 -0.004 -0.017 0.003 0.320
H -8.443 5.388 2.566 -0.015 0.001 -0.004 0.390
H -7.367 5.610 -0.861 -0.020 0.010 -0.002 0.295